{"formula": "C23H43AuN2OP3S", "method": "ωB97M-V/def2-TZVPD", "total_charge": 3, "spin_multiplicity": 3, "de_lowest_kcal_mol": 71.97, "e_tot_ev": -71942.2950, "gap_ev": [6.84, 4.59], "mol_weight_g_mol": 685.57, "symbols": ["Au", "P", "P", "P", "H", "C", "C", "H", "C", "C", "C", "C", "C", "C", "C", "C", "C", "H", "H", "H", "H", "H", "H", "H", "H", "H", "H", "H", "H", "H", "H", "H", "H", "H", "H", "H", "H", "H", "H", "H", "H", "H", "H", "H", "H", "H", "C", "C", "C", "C", "C", "C", "S", "H", "H", "H", "H", "H", "H", "N", "C", "O", "C", "C", "C", "N", "C", "C", "H", "H", "H", "H", "H", "H"], "xyz": [[0.724, 0.089, -0.342], [-0.476, 2.741, 1.817], [-1.574, -0.520, -0.466], [2.813, 1.090, 0.174], [1.130, 0.477, -3.729], [1.044, 0.137, -2.682], [1.004, -1.359, -2.689], [1.934, -1.859, -2.413], [-0.951, 3.924, 0.483], [-1.970, 2.923, 2.884], [0.666, 3.825, 2.780], [-1.882, -2.289, -0.785], [-2.506, -0.189, 1.056], [-2.475, 0.355, -1.792], [4.210, 0.244, -0.629], [3.248, 1.153, 1.933], [2.915, 2.816, -0.395], [1.988, 0.537, -2.266], [0.103, -1.867, -2.334], [-1.170, 4.915, 0.906], [-1.842, 3.537, -0.032], [-0.133, 4.003, -0.244], [-1.981, 3.916, 3.353], [-1.933, 2.153, 3.666], [-2.883, 2.778, 2.292], [0.140, 4.745, 3.068], [1.558, 4.072, 2.189], [0.981, 3.288, 3.686], [-2.878, -2.545, -0.394], [-1.137, -2.907, -0.265], [-1.860, -2.514, -1.860], [-2.778, 0.873, 1.117], [-1.901, -0.454, 1.931], [-3.420, -0.802, 1.058], [-3.530, 0.046, -1.797], [-2.043, 0.127, -2.776], [-2.424, 1.440, -1.624], [5.148, 0.782, -0.426], [4.061, 0.186, -1.715], [4.292, -0.776, -0.230], [4.274, 1.529, 2.052], [3.185, 0.146, 2.361], [2.557, 1.813, 2.475], [3.912, 3.224, -0.178], [2.155, 3.432, 0.105], [2.744, 2.860, -1.479], [-0.667, -1.897, -5.044], [-0.522, -0.741, -5.819], [-1.641, 0.006, -6.148], [-2.902, -0.480, -5.752], [-3.036, -1.688, -5.059], [-1.906, -2.420, -4.666], [0.962, -2.267, -4.746], [0.570, -0.603, -5.972], [0.096, 0.643, -2.406], [-1.536, 0.936, -6.704], [-3.798, 0.091, -6.006], [-4.032, -2.066, -4.819], [-1.949, -3.351, -4.104], [0.157, -3.108, 6.464], [0.442, -3.736, 5.276], [0.648, -4.943, 5.213], [0.537, -2.850, 4.068], [0.500, -1.449, 4.119], [0.560, -0.724, 2.927], [0.702, -1.305, 1.725], [0.770, -2.648, 1.666], [0.690, -3.445, 2.807], [0.001, -3.709, 7.258], [-0.241, -2.184, 6.501], [0.433, -0.894, 5.054], [0.496, 0.370, 2.949], [0.884, -3.105, 0.679], [0.742, -4.527, 2.695]], "forces_ev_per_angstrom": [[-0.6, 0.3, 3.3], [-0.3, 1.1, -0.1], [-0.8, -0.2, -0.1], [0.8, 0.4, 0.3], [0.0, 0.2, 0.0], [0.3, 0.3, -2.6], [0.4, -1.9, -1.5], [-0.3, 0.1, 0.3], [0.2, -0.3, -0.1], [0.1, -0.6, 0.1], [0.2, -0.4, 0.0], [0.0, -0.2, 0.1], [-0.1, 0.0, 0.2], [0.0, 0.1, 0.1], [0.0, -0.1, 0.1], [-0.1, -0.1, 0.2], [-0.2, 0.0, -0.1], [-0.5, -0.2, -0.3], [0.4, 0.2, -0.1], [0.0, -0.3, -0.2], [0.2, 0.2, 0.1], [-0.3, 0.1, 0.1], [0.0, -0.3, -0.2], [-0.2, 0.3, -0.1], [0.2, 0.1, 0.2], [0.2, -0.2, -0.1], [-0.2, 0.0, 0.2], [0.0, 0.3, -0.1], [0.3, 0.0, -0.2], [-0.3, 0.1, -0.2], [0.0, 0.1, 0.3], [0.1, -0.3, 0.0], [-0.2, 0.1, -0.2], [0.2, 0.2, 0.0], [0.3, 0.1, 0.0], [-0.1, 0.0, 0.2], [0.0, -0.3, 0.0], [-0.3, -0.1, -0.1], [0.1, 0.0, 0.2], [0.0, 0.2, -0.1], [-0.3, -0.1, -0.1], [0.1, 0.2, 0.0], [0.2, -0.2, -0.2], [-0.2, -0.1, 0.0], [0.2, -0.2, -0.1], [0.1, 0.1, 0.2], [-0.8, 0.1, -0.7], [0.2, -0.3, 0.0], [-0.3, 0.3, 0.2], [0.4, 0.3, -0.3], [0.4, -0.6, 0.4], [-0.1, 0.3, 0.1], [0.6, 0.1, 3.2], [-1.0, 1.3, -1.2], [0.5, -0.1, -0.1], [-0.1, -0.2, 0.1], [0.3, -0.2, 0.0], [0.3, 0.1, -0.1], [-0.3, 0.2, -0.2], [0.0, -0.1, -0.9], [0.0, -1.3, 1.6], [-0.2, 1.5, -0.5], [0.2, 0.5, -0.9], [0.0, -0.1, -0.5], [0.1, 0.0, 0.1], [-0.1, -0.1, 0.3], [0.0, -0.1, 0.3], [-0.1, 0.2, -0.2], [0.0, 0.0, 0.0], [0.0, -0.2, 0.1], [0.0, -0.2, -0.3], [0.0, -0.4, -0.2], [0.1, 0.2, 0.3], [0.0, 0.2, 0.3]]}

{"formula": "C23H43BClF8NNbO5", "method": "ωB97M-V/def2-TZVPD", "total_charge": -1, "e_tot_ev": -72767.5932, "gap_ev": 6.16, "mol_weight_g_mol": 704.75, "symbols": ["C", "O", "C", "C", "C", "C", "C", "C", "C", "C", "C", "C", "C", "C", "Nb", "O", "Cl", "C", "C", "O", "C", "C", "F", "F", "C", "F", "F", "C", "F", "F", "C", "F", "F", "N", "C", "C", "C", "B", "O", "O", "H", "H", "H", "H", "H", "H", "H", "H", "H", "H", "H", "H", "H", "H", "H", "H", "H", "H", "H", "H", "H", "H", "H", "H", "H", "H", "H", "H", "H", "H", "H", "H", "H", "H", "H", "H", "H", "H", "H", "H", "H", "H", "H"], "xyz": [[-8.785, 2.962, 5.031], [-9.052, 3.220, 3.669], [-8.239, 4.226, 3.090], [-8.668, 4.437, 1.650], [-8.511, 3.187, 0.777], [-7.107, 3.012, 0.205], [-6.994, 1.852, -0.802], [-5.788, 0.934, -0.562], [-5.310, 0.178, -1.816], [-3.969, 0.670, -2.406], [-2.825, -0.357, -2.389], [-1.466, 0.264, -2.066], [-0.351, -0.785, -1.998], [1.056, -0.291, -2.372], [2.493, 0.126, -0.737], [1.229, -0.553, 0.631], [3.934, 0.857, 1.154], [3.292, -2.054, -0.854], [4.548, -2.376, -0.110], [4.751, -3.836, -0.008], [5.328, -4.277, 1.168], [6.825, -3.954, 1.256], [7.423, -4.028, 0.042], [7.017, -2.688, 1.718], [7.617, -4.876, 2.215], [6.845, -5.100, 3.304], [8.754, -4.266, 2.645], [8.084, -6.270, 1.683], [8.284, -7.034, 2.776], [7.114, -6.832, 0.942], [9.419, -6.298, 0.896], [9.206, -5.966, -0.389], [9.893, -7.566, 0.923], [3.852, 0.763, -2.111], [4.818, 1.529, -1.786], [4.713, 3.034, -1.858], [6.168, 1.004, -1.337], [1.433, 2.287, -0.639], [1.864, 3.261, 0.238], [0.346, 2.742, -1.447], [-9.725, 2.977, 5.588], [-8.114, 3.712, 5.460], [-8.322, 1.978, 5.150], [-7.184, 3.924, 3.141], [-8.352, 5.160, 3.658], [-9.714, 4.759, 1.659], [-8.072, 5.257, 1.235], [-8.788, 2.311, 1.371], [-9.224, 3.236, -0.052], [-6.387, 2.854, 1.016], [-6.821, 3.951, -0.280], [-6.954, 2.240, -1.823], [-7.909, 1.252, -0.727], [-4.961, 1.535, -0.173], [-6.046, 0.221, 0.226], [-5.209, -0.883, -1.575], [-6.090, 0.241, -2.582], [-4.140, 0.976, -3.443], [-3.647, 1.573, -1.879], [-2.756, -0.842, -3.369], [-3.041, -1.153, -1.667], [-1.227, 1.026, -2.814], [-1.547, 0.781, -1.105], [-0.354, -1.219, -0.996], [-0.633, -1.604, -2.677], [1.563, -1.051, -2.981], [0.986, 0.603, -3.000], [1.711, -1.089, 1.273], [2.490, -2.747, -0.569], [3.471, -2.216, -1.925], [4.564, -1.975, 0.910], [5.417, -1.988, -0.652], [4.870, -3.846, 2.068], [5.211, -5.362, 1.217], [10.158, -5.633, 1.340], [4.702, 3.425, -0.837], [3.817, 3.332, -2.397], [5.592, 3.448, -2.365], [6.034, 0.260, -0.553], [6.674, 0.549, -2.194], [6.796, 1.808, -0.946], [1.235, 3.996, 0.224], [0.681, 3.084, -2.280]], "forces_ev_per_angstrom": [[0.1, 0.0, 0.0], [-0.2, 0.1, 0.0], [0.1, -0.1, 0.0], [-0.1, -0.2, 0.1], [0.0, 0.1, 0.0], [0.0, 0.0, 0.0], [0.0, -0.1, 0.2], [0.1, 0.1, -0.1], [0.0, -0.1, 0.0], [-0.2, 0.0, -0.2], [0.1, 0.1, 0.0], [-0.1, -0.2, 0.1], [-0.1, -0.2, -0.2], [-0.1, 0.3, 0.3], [0.7, -0.2, -0.8], [0.5, 0.3, -0.3], [0.0, 0.1, 0.0], [-0.2, -0.4, -0.4], [0.0, -0.2, 0.0], [-0.1, 0.1, 0.1], [0.0, 0.0, -0.1], [0.2, 0.0, 0.0], [0.0, 0.0, 0.0], [0.0, 0.0, -0.1], [0.2, -0.2, 0.1], [0.0, 0.1, 0.0], [-0.1, 0.1, 0.0], [0.0, 0.2, -0.1], [0.0, -0.2, 0.2], [-0.1, -0.1, 0.0], [-0.1, 0.2, 0.1], [0.0, 0.0, 0.0], [0.0, -0.1, 0.0], [-0.1, 0.2, 1.6], [-0.2, -0.1, -0.5], [0.2, -0.1, -0.3], [0.0, 0.1, 0.0], [-0.4, 0.2, -0.2], [0.0, -0.1, 0.4], [0.1, 0.2, 0.1], [0.0, 0.0, 0.0], [0.0, 0.0, 0.0], [0.0, 0.0, 0.0], [0.0, 0.0, 0.0], [0.1, 0.0, 0.0], [0.1, 0.0, 0.0], [-0.1, 0.0, 0.0], [0.0, 0.0, -0.1], [0.0, 0.0, 0.0], [-0.1, 0.0, 0.0], [0.1, 0.0, 0.0], [0.0, 0.0, 0.0], [0.1, 0.0, -0.2], [0.0, 0.0, 0.0], [0.0, 0.1, 0.1], [0.0, 0.0, -0.1], [0.0, -0.1, 0.1], [0.1, 0.1, 0.1], [0.0, 0.0, 0.0], [-0.1, -0.1, 0.1], [0.0, 0.1, 0.0], [0.0, 0.0, 0.0], [0.1, 0.1, -0.1], [0.0, -0.1, 0.0], [0.0, 0.0, 0.0], [0.1, 0.0, 0.1], [0.0, -0.1, 0.0], [-0.2, -0.1, 0.1], [0.0, 0.1, 0.2], [0.0, 0.0, 0.0], [0.0, 0.0, 0.0], [0.0, 0.1, 0.2], [0.0, 0.0, 0.0], [0.0, 0.0, -0.1], [0.0, 0.0, 0.0], [-0.1, 0.0, 0.0], [-0.1, 0.0, 0.2], [0.0, 0.0, 0.1], [0.0, 0.0, -0.1], [-0.1, 0.0, 0.1], [0.0, 0.0, 0.0], [0.0, 0.1, -0.2], [-0.1, -0.1, -0.1]]}

{"formula": "C23H43Cl2N4O6PbSi", "method": "ωB97M-V/def2-TZVPD", "total_charge": -1, "e_tot_ev": -80965.3168, "gap_ev": 7.06, "mol_weight_g_mol": 777.81, "symbols": ["C", "C", "H", "H", "H", "C", "C", "H", "H", "H", "H", "Pb", "Cl", "C", "O", "N", "C", "C", "H", "H", "H", "H", "H", "H", "H", "H", "H", "C", "C", "N", "H", "C", "O", "H", "H", "H", "H", "H", "H", "C", "C", "N", "H", "C", "O", "H", "H", "H", "H", "O", "C", "C", "C", "H", "C", "H", "C", "H", "C", "C", "H", "H", "H", "Si", "Cl", "C", "C", "C", "H", "H", "H", "H", "H", "H", "H", "H", "H", "O", "N", "O"], "xyz": [[1.268, -0.796, -4.247], [0.562, -2.021, -3.766], [2.357, -0.944, -4.337], [1.088, 0.062, -3.595], [0.926, -0.519, -5.261], [0.806, -3.153, -4.450], [1.756, -3.256, -5.589], [0.285, -4.070, -4.247], [2.767, -2.888, -5.380], [1.392, -2.714, -6.471], [1.833, -4.310, -5.860], [-1.311, 1.296, -1.647], [0.162, 2.254, -3.399], [-2.915, 1.675, 2.424], [-1.710, 1.840, 2.646], [-3.658, 0.670, 2.971], [-3.058, -0.269, 3.901], [-4.989, 0.368, 2.476], [-3.507, 2.340, 1.758], [-2.225, 0.236, 4.392], [-2.709, -1.178, 3.391], [-3.801, -0.572, 4.646], [-5.394, 1.264, 1.994], [-5.629, 0.083, 3.321], [-4.995, -0.465, 1.751], [0.170, 5.014, 5.629], [-0.601, 6.796, 3.851], [1.002, 4.828, 4.936], [0.289, 6.505, 3.275], [0.638, 5.124, 3.565], [1.298, 3.778, 4.952], [0.670, 4.163, 2.586], [1.078, 3.020, 2.693], [0.083, 6.631, 2.205], [0.299, 4.585, 1.627], [1.822, 5.471, 5.283], [1.122, 7.163, 3.566], [4.340, 3.089, -1.080], [3.240, 0.458, -1.327], [5.070, 2.561, -0.451], [4.187, 0.282, -0.792], [4.451, 1.381, 0.116], [5.381, 3.217, 0.364], [4.076, 1.323, 1.440], [3.853, 0.298, 2.059], [4.098, -0.625, -0.188], [4.022, 2.355, 1.873], [5.943, 2.294, -1.066], [4.973, 0.175, -1.552], [-0.229, -1.019, -1.609], [-0.603, -1.830, -2.768], [-0.636, -4.315, -2.102], [-1.323, -3.128, -2.397], [0.457, -4.348, -2.194], [-1.368, -5.462, -1.770], [-1.314, -1.165, -3.311], [-2.718, -3.133, -2.490], [-0.816, -6.345, -1.466], [-2.758, -5.439, -1.782], [-3.430, -4.281, -2.168], [-3.233, -2.215, -2.787], [-3.298, -6.355, -1.557], [-4.515, -4.270, -2.185], [-0.051, -1.562, 0.164], [1.053, 0.850, -0.270], [1.092, -3.053, 0.273], [-1.811, -2.126, 0.573], [0.347, -0.553, 1.712], [0.556, -4.009, 0.226], [1.601, -3.053, 1.245], [1.874, -3.074, -0.491], [1.341, -0.080, 1.597], [0.489, -1.183, 2.599], [-0.395, 0.243, 1.902], [-2.066, -3.090, 0.122], [-2.531, -1.393, 0.201], [-1.961, -2.225, 1.653], [-1.851, 3.933, -1.638], [-1.393, 4.660, -0.713], [-1.314, 4.201, 0.446]], "forces_ev_per_angstrom": [[0.3, 0.7, 0.2], [-0.3, -0.6, -0.5], [-0.3, 0.0, 0.2], [0.2, -0.2, -0.2], [0.0, -0.1, 0.3], [-0.3, 0.5, 0.7], [0.3, -0.3, -0.4], [-0.3, -0.1, 0.1], [-0.2, 0.0, 0.1], [0.1, 0.0, 0.1], [0.2, 0.1, -0.2], [0.9, 1.0, 0.8], [-0.1, 0.2, -0.4], [1.8, 0.1, 0.3], [-2.3, -0.1, -0.2], [-0.3, -0.1, -0.1], [0.1, 0.0, -0.2], [0.2, 0.1, 0.0], [0.3, -0.1, 0.1], [0.0, -0.2, -0.1], [0.1, 0.2, 0.1], [0.0, 0.1, 0.0], [0.0, -0.2, 0.1], [0.0, 0.1, -0.2], [0.1, 0.2, 0.2], [0.0, -0.2, -0.2], [0.1, 0.1, -0.2], [0.0, 0.0, -0.3], [0.0, -0.4, 0.0], [0.0, 0.2, 0.5], [0.0, 0.1, 0.2], [0.4, 0.0, -0.8], [-0.1, 0.9, 0.5], [0.0, -0.1, 0.3], [0.2, -0.4, 0.4], [0.1, -0.2, -0.2], [-0.2, 0.0, -0.1], [0.3, 0.1, 0.0], [0.3, -0.1, 0.2], [-0.8, 0.1, 0.1], [-0.2, -0.2, -0.1], [0.3, -0.2, 0.3], [0.0, 0.0, -0.2], [0.5, 0.1, -0.6], [-0.2, 0.5, -0.3], [0.0, 0.0, -0.2], [0.1, -0.6, 0.1], [-0.2, 0.0, 0.3], [0.1, 0.0, 0.4], [-0.1, -1.8, 0.5], [0.5, 0.0, 0.3], [-0.5, 0.1, 0.0], [0.2, 0.3, -1.0], [-0.6, 0.1, 0.4], [0.5, 0.6, 0.1], [0.1, -0.5, 0.1], [0.2, -0.1, 0.3], [-0.2, -0.1, -0.1], [0.1, -0.1, -0.2], [-0.1, -0.1, 0.1], [0.1, -0.3, 0.1], [0.0, 0.2, 0.1], [0.1, 0.0, -0.1], [-0.1, 0.3, 0.0], [-0.3, 2.3, -2.2], [0.3, -0.4, -0.1], [-0.2, -0.4, -0.3], [0.7, -0.3, 0.7], [0.0, 0.2, -0.1], [-0.1, 0.3, -0.1], [0.0, 0.0, 0.0], [-0.8, -0.5, 0.6], [-0.7, -0.4, 0.1], [0.5, -0.4, 0.1], [0.0, 0.1, 0.0], [-0.1, 0.1, 0.0], [0.2, 0.1, -0.1], [0.3, -0.8, 0.9], [-0.1, 0.5, 0.7], [-0.5, -0.4, -1.8]]}